Here is 9 unconnected molecules or ions with the total composition BH20O8 from the Open Molecules 2025 dataset. Energies are from ωB97M-V/def2-TZVPD.

* energy above the lowest of the compared OMol25 structures with the same formula, charge and spin: 0.876 eV

```
! wB97M-V def2-TZVPD RIJCOSX def2/J DEFGRID3
* xyz -1 1
B -1.04406 -1.00156 0.37682
H -1.18624 -1.06128 1.59785
H 0.09258 -0.48880 0.06921
H -1.13442 -2.13947 -0.12540
H -1.99113 -0.31535 -0.11153
O -2.76818 2.80730 -0.90742
H -2.71298 1.94480 -0.56438
H -2.50849 3.38263 -0.16373
O 1.52849 -2.00260 2.45012
H 1.94235 -2.54765 1.78224
H 0.58355 -1.88349 2.19064
O 1.60228 -2.63241 -1.45114
H 0.91414 -2.17578 -0.95062
H 1.90567 -3.15560 -0.70025
O 0.40872 2.31505 1.35767
H 0.35499 1.80129 0.55100
H -0.48406 2.34816 1.76100
O 3.44126 -0.82647 0.34686
H 2.79785 -1.21429 -0.23263
H 4.28048 -0.67261 -0.05298
O 1.72614 0.48887 -2.16296
H 2.00032 1.40882 -2.27407
H 1.15913 0.41972 -1.40257
O -1.93622 1.72898 2.52133
H -1.48616 1.61925 3.33840
H -1.93505 0.85738 2.20719
O -1.74755 0.61351 -3.38348
H -2.08424 -0.21298 -3.62066
H -1.71917 0.59459 -2.44651
*
```

Listed below, in e, are the Löwdin charges computed for each atom:
1 B -0.394
2 H -0.056
3 H -0.034
4 H -0.040
5 H -0.047
6 O -0.049
7 H -0.031
8 H 0.045
9 O -0.085
10 H -0.001
11 H -0.001
12 O -0.068
13 H -0.029
14 H 0.030
15 O -0.090
16 H -0.004
17 H -0.017
18 O -0.042
19 H -0.025
20 H 0.017
21 O -0.057
22 H 0.040
23 H -0.029
24 O -0.023
25 H 0.046
26 H -0.021
27 O -0.021
28 H 0.000
29 H -0.015